[1]
# C6H12O

2 unconnected molecules or ions with the total composition C6H12O (ωB97M-V with the def2-TZVPD basis set, the Open Molecules 2025 dataset).

Last column: Mulliken charge in e.
Atoms and positions in Å:
C -0.91 -1.68 -1.87  -0.8445
C -0.45 -0.44 -1.64  -0.3880
C 0.65 -0.05 -0.73  0.9502
C 0.88 1.25 -0.57  -1.1215
C 1.20 -1.19 0.16  -0.2994
C 1.44 -0.71 1.58  -1.2467
H -1.89 -1.73 -2.32  0.2741
H -0.33 -2.60 -1.84  0.2951
H -0.62 0.32 -2.41  0.2761
H 0.26 1.93 -1.14  0.2782
H 1.55 1.55 0.22  0.2658
H 2.02 -1.58 -0.45  0.3417
H 0.43 -1.96 0.12  0.2586
H 2.05 0.19 1.57  0.3189
H 0.52 -0.62 2.14  0.3052
H 2.09 -1.40 2.14  0.3414
O -2.39 2.20 2.02  -0.6215
H -1.49 2.55 1.91  0.3053
H -2.83 3.05 1.86  0.3109

Computed properties:
Charge ... 0
Maximum force ... 2.13 eV Å⁻¹
2S+1 ... 1
E_HOMO ... -8.5 eV
Calculated total energy ... -310.9628 hartree
SMILES ... C=CC(=C)CC.O
Relative energy (zero: lowest compared OMol25 entry of this formula, charge and spin) ... 60.6 kcal/mol


[2]
# C6H12O

C6H12O in the gas phase (ωB97M-V with the def2-TZVPD basis set, the Open Molecules 2025 dataset).

Last column: Mulliken charge in e.
Atoms and positions in Å:
C -0.55 2.71 -0.94  -1.1998
C -0.39 1.22 -1.18  -0.0928
O 0.65 0.88 -0.29  -0.2407
C 1.18 -0.43 -0.24  -0.9173
C 0.73 -1.17 1.00  0.2595
C 0.01 -2.49 0.92  -0.6516
C -0.73 -1.25 1.34  -0.4547
H -1.11 3.22 -1.73  0.3742
H -1.05 2.89 0.02  0.2732
H 0.45 3.14 -0.87  0.2962
H -0.12 1.01 -2.23  0.2972
H -1.32 0.67 -0.96  0.2124
H 0.98 -1.00 -1.16  0.3355
H 2.27 -0.27 -0.19  0.3267
H 1.40 -1.05 1.85  0.3299
H -0.21 -2.88 -0.07  0.2375
H 0.24 -3.24 1.67  0.2595
H -1.44 -0.80 0.66  0.0981
H -1.00 -1.16 2.38  0.2570

Computed properties:
Charge ... 0
Maximum force ... 0.32 eV Å⁻¹
2S+1 ... 1
E_HOMO ... -9.5 eV
Calculated total energy ... -310.9943 hartree
SMILES ... CCOCC1CC1
Relative energy (zero: lowest compared OMol25 entry of this formula, charge and spin) ... 40.7 kcal/mol


[3]
# C6H12O

C6H12O in the gas phase (ωB97M-V with the def2-TZVPD basis set, the Open Molecules 2025 dataset).

Last column: Mulliken charge in e.
Atoms and positions in Å:
C -2.17 -1.30 0.46  -0.8649
O -1.65 0.00 0.27  -0.4321
C -0.25 0.14 0.22  1.0699
C 0.13 1.17 1.31  -1.4166
C 0.35 -1.02 -0.62  -1.0165
C 0.48 0.38 -1.08  -0.0281
C 1.91 0.84 -0.86  -1.3972
H -1.38 -2.06 0.55  0.4636
H -2.79 -1.35 1.37  0.2481
H -2.79 -1.54 -0.40  0.2505
H 1.08 1.07 1.82  0.3312
H 0.14 2.15 0.82  0.3141
H -0.67 1.23 2.06  0.3889
H 1.23 -1.62 -0.43  0.2244
H -0.42 -1.59 -1.14  0.4287
H -0.06 0.75 -1.95  0.4139
H 2.50 0.66 -1.76  0.3641
H 2.02 1.88 -0.56  0.3482
H 2.35 0.22 -0.07  0.3100

Computed properties:
Charge ... 0
Maximum force ... 0.60 eV Å⁻¹
2S+1 ... 1
E_HOMO ... -9.0 eV
Calculated total energy ... -310.9644 hartree
SMILES ... CO[C@@]1(C)C[C@@H]1C
Relative energy (zero: lowest compared OMol25 entry of this formula, charge and spin) ... 59.5 kcal/mol